(1)
An isolated molecule of C5H7NO, computed with ωB97M-V/def2-TZVPD.

```
! wB97M-V def2-TZVPD RIJCOSX def2/J DEFGRID3
* xyz 0 1
C -0.648 2.338 -0.038
C -0.041 1.476 0.544
C 0.731 0.378 1.137
C 0.281 -1.060 0.691
N -0.716 -1.146 -0.383
C -0.261 -0.850 -1.712
O -0.037 0.239 -2.172
H -1.131 3.087 -0.627
H 0.680 0.438 2.230
H 1.787 0.538 0.894
H 1.162 -1.637 0.388
H -0.146 -1.572 1.561
H -1.450 -0.475 -0.173
H -0.209 -1.753 -2.341
*
```

## Properties
- gap between HOMO and LUMO (eV) = 10.51
- ΔE to the lowest compared entry with this formula, charge and spin (kcal/mol) = 66.1
- HOMO (eV) = -9.6
- SMILES = C#CCCNC=O

Now the natural (NBO) charges, all in e:
1 C -0.239
2 C -0.004
3 C -0.514
4 C -0.203
5 N -0.699
6 C 0.554
7 O -0.510
8 H 0.240
9 H 0.236
10 H 0.238
11 H 0.202
12 H 0.204
13 H 0.384
14 H 0.110

=====

(2)
A cluster of 2 separate species, C5H7NO in total, computed with ωB97M-V/def2-TZVPD.

```
! wB97M-V def2-TZVPD RIJCOSX def2/J DEFGRID3
* xyz 0 1
C -2.142 -1.092 0.411
C -0.941 -0.595 0.580
C 0.244 -0.092 0.715
C 1.275 0.805 0.188
N 1.918 1.204 1.433
C 1.617 -0.202 1.214
H -2.987 -0.748 1.004
H -2.335 -1.881 -0.313
H 1.657 0.967 -0.810
H 1.239 1.615 2.072
H 2.345 -0.999 1.204
O -0.886 1.339 -1.979
H -1.337 0.670 -1.445
H -0.900 2.120 -1.414
*
```

## Properties
- gap between HOMO and LUMO (eV) = 9.96
- ΔE to the lowest compared entry with this formula, charge and spin (kcal/mol) = 116.7
- HOMO (eV) = -9.1
- SMILES = C=C=C1[C@H]2N[C@@H]12.O

Now the natural (NBO) charges, all in e:
1 C -0.462
2 C 0.017
3 C -0.110
4 C -0.076
5 N -0.545
6 C -0.080
7 H 0.219
8 H 0.219
9 H 0.243
10 H 0.345
11 H 0.229
12 O -0.942
13 H 0.477
14 H 0.466

=====

(3)
A structure of composition C5H7NO at a distorted geometry, computed with ωB97M-V/def2-TZVPD.

```
! wB97M-V def2-TZVPD RIJCOSX def2/J DEFGRID3
* xyz 0 1
O 1.680 -0.462 -1.054
C 1.256 -0.099 0.194
C 0.465 1.177 0.329
C -0.936 0.905 -0.109
C -1.036 -0.596 -0.409
C -0.244 -0.724 0.850
N -0.521 0.695 1.309
H 0.762 -0.802 -1.570
H 1.955 -0.326 1.006
H 0.837 2.199 0.371
H -1.630 1.699 -0.374
H -0.376 -1.006 -1.442
H -1.959 -1.101 -0.667
H -0.254 -1.558 1.566
*
```

## Properties
- gap between HOMO and LUMO (eV) = 10.57
- ΔE to the lowest compared entry with this formula, charge and spin (kcal/mol) = 108.7
- HOMO (eV) = -9.7

Now the natural (NBO) charges, all in e:
1 O -0.691
2 C 0.117
3 C -0.130
4 C -0.113
5 C -0.347
6 C -0.105
7 N -0.359
8 H 0.434
9 H 0.194
10 H 0.217
11 H 0.224
12 H 0.097
13 H 0.242
14 H 0.219

=====

(4)
A structure of composition C5H7NO, computed with ωB97M-V/def2-TZVPD.

```
! wB97M-V def2-TZVPD RIJCOSX def2/J DEFGRID3
* xyz 0 1
O 1.061 -1.881 -1.076
C 0.591 -0.963 -1.772
C 0.463 0.374 -1.345
C -0.132 1.188 0.630
C -1.134 0.124 0.973
C 0.280 -0.288 1.215
N 0.969 0.833 -0.163
H 0.083 -1.188 -2.727
H -0.172 1.080 -1.864
H -0.092 2.085 1.256
H -1.704 -0.420 0.230
H -1.676 0.343 1.889
H 0.662 -1.147 0.608
H 0.802 -0.139 2.147
*
```

## Properties
- gap between HOMO and LUMO (spin up / spin down) (eV) = 7.45 / 7.45
- ΔE to the lowest compared entry with this formula, charge and spin (kcal/mol) = 130.0
- HOMO (spin up / spin down) (eV) = -7.7 / -7.7

Now the natural (NBO) charges, all in e:
1 O -0.628
2 C 0.287
3 C -0.272
4 C 0.011
5 C -0.437
6 C -0.282
7 N -0.266
8 H 0.123
9 H 0.198
10 H 0.216
11 H 0.246
12 H 0.239
13 H 0.327
14 H 0.236

=====

(5)
An isolated molecule of C5H7NO at a distorted geometry, computed with ωB97M-V/def2-TZVPD.

```
! wB97M-V def2-TZVPD RIJCOSX def2/J DEFGRID3
* xyz 0 1
C -2.003 0.080 0.236
C -0.516 -0.114 0.039
C -0.005 -1.301 -0.559
O 1.089 -1.534 -1.139
C 1.467 1.021 0.225
N 2.515 0.288 0.257
C 0.219 1.307 -0.022
H -2.186 0.702 1.114
H -2.632 -0.818 0.331
H -2.356 0.614 -0.659
H -0.731 -2.151 -0.445
H 2.466 -0.509 -0.421
H 2.879 0.077 1.181
H -0.207 2.338 -0.136
*
```

## Properties
- gap between HOMO and LUMO (spin up / spin down) (eV) = 7.08 / 7.08
- ΔE to the lowest compared entry with this formula, charge and spin (kcal/mol) = 95.0
- HOMO (spin up / spin down) (eV) = -7.3 / -7.3

Now the natural (NBO) charges, all in e:
1 C -0.624
2 C -0.229
3 C 0.290
4 O -0.721
5 C 0.399
6 N -0.716
7 C -0.269
8 H 0.204
9 H 0.222
10 H 0.198
11 H 0.122
12 H 0.459
13 H 0.406
14 H 0.259

=====

(6)
An isolated molecule of C5H7NO at a distorted geometry, computed with ωB97M-V/def2-TZVPD.

```
! wB97M-V def2-TZVPD RIJCOSX def2/J DEFGRID3
* xyz 0 1
C 0.997 -1.219 1.106
C 0.672 -0.242 0.050
O 1.528 0.390 -0.787
C 0.762 1.199 -1.551
C -0.554 1.086 -1.243
C -0.617 0.164 -0.160
N -1.749 -0.323 0.505
H 0.566 -2.223 0.867
H 1.992 -1.352 1.516
H 0.571 -0.380 1.725
H 1.289 1.819 -2.253
H -1.382 1.579 -1.731
H -2.531 0.311 0.591
H -1.543 -0.811 1.366
*
```

## Properties
- gap between HOMO and LUMO (eV) = 8.51
- ΔE to the lowest compared entry with this formula, charge and spin (kcal/mol) = 45.8
- HOMO (eV) = -7.5
- SMILES = Cc1occc1N

Now the natural (NBO) charges, all in e:
1 C -0.705
2 C 0.195
3 O -0.395
4 C 0.087
5 C -0.337
6 C 0.055
7 N -0.824
8 H 0.236
9 H 0.237
10 H 0.266
11 H 0.199
12 H 0.226
13 H 0.380
14 H 0.380

=====

(7)
A structure of composition C5H7NO at a distorted geometry, computed with ωB97M-V/def2-TZVPD.

```
! wB97M-V def2-TZVPD RIJCOSX def2/J DEFGRID3
* xyz 0 1
O 2.444 0.095 0.337
C 1.278 0.372 -0.377
C 0.167 -0.665 -0.580
C -0.518 -0.479 0.806
C -1.791 -0.131 0.104
N -0.799 0.510 -0.833
C 0.070 0.901 0.381
H 3.031 -0.398 -0.248
H 1.456 0.951 -1.300
H 0.148 -1.558 -1.214
H -0.621 -1.049 1.723
H -2.353 -0.973 -0.314
H -2.457 0.561 0.632
H -0.055 1.864 0.885
*
```

## Properties
- gap between HOMO and LUMO (eV) = 10.06
- ΔE to the lowest compared entry with this formula, charge and spin (kcal/mol) = 103.2
- HOMO (eV) = -9.2

Now the natural (NBO) charges, all in e:
1 O -0.702
2 C 0.080
3 C -0.090
4 C -0.237
5 C -0.239
6 N -0.351
7 C -0.072
8 H 0.472
9 H 0.168
10 H 0.200
11 H 0.204
12 H 0.181
13 H 0.182
14 H 0.205

=====

(8)
A structure of composition C5H7NO at a distorted geometry, computed with ωB97M-V/def2-TZVPD.

```
! wB97M-V def2-TZVPD RIJCOSX def2/J DEFGRID3
* xyz 0 1
O -1.409 0.788 -1.159
C -0.314 1.121 -0.336
C -0.478 0.732 1.112
C 0.067 -1.128 0.849
C 0.469 -1.265 -0.617
C 0.913 0.183 -0.378
N 0.851 -0.013 1.122
H -2.081 0.493 -0.528
H -0.022 2.161 -0.543
H -0.418 1.562 1.852
H -0.383 -1.836 1.540
H -0.358 -1.414 -1.309
H 1.298 -1.951 -0.876
H 1.865 0.567 -0.731
*
```

## Properties
- gap between HOMO and LUMO (eV) = 9.00
- ΔE to the lowest compared entry with this formula, charge and spin (kcal/mol) = 122.1
- HOMO (eV) = -8.4

Now the natural (NBO) charges, all in e:
1 O -0.723
2 C 0.025
3 C -0.250
4 C 0.122
5 C -0.487
6 C -0.071
7 N -0.418
8 H 0.478
9 H 0.181
10 H 0.227
11 H 0.219
12 H 0.247
13 H 0.241
14 H 0.208

=====

(9)
A structure of composition C5H7NO, computed with ωB97M-V/def2-TZVPD.

```
! wB97M-V def2-TZVPD RIJCOSX def2/J DEFGRID3
* xyz 0 1
O 1.543 -0.731 -1.069
C 1.044 -0.236 0.140
C 0.379 1.144 0.173
C -0.934 1.141 -0.532
C -1.205 -0.377 -0.685
C -0.354 -0.724 0.519
N -0.525 0.609 1.246
H 2.487 -0.542 -1.118
H 1.749 -0.367 0.969
H 0.904 2.080 0.362
H -1.468 1.049 1.096
H -0.874 -0.776 -1.648
H -2.264 -0.621 -0.539
H -0.482 -1.649 1.087
*
```

## Properties
- gap between HOMO and LUMO (eV) = 8.99
- ΔE to the lowest compared entry with this formula, charge and spin (kcal/mol) = 120.7
- HOMO (eV) = -8.3

Now the natural (NBO) charges, all in e:
1 O -0.709
2 C 0.077
3 C -0.202
4 C -0.007
5 C -0.526
6 C -0.066
7 N -0.488
8 H 0.479
9 H 0.180
10 H 0.211
11 H 0.390
12 H 0.238
13 H 0.214
14 H 0.208

=====

(10)
An isolated molecule of C5H7NO, computed with ωB97M-V/def2-TZVPD.

```
! wB97M-V def2-TZVPD RIJCOSX def2/J DEFGRID3
* xyz 0 1
C -1.673 -0.828 -0.064
N -1.757 0.631 0.049
C -0.471 0.036 -0.052
C 0.759 0.184 0.853
C 1.671 -0.355 -0.268
C 0.674 0.636 -0.882
O 0.929 1.526 0.272
H -1.845 -1.444 0.823
H -2.104 -1.231 -0.979
H -2.007 1.039 0.941
H 0.864 0.075 1.934
H 1.622 -1.409 -0.551
H 2.692 0.033 -0.210
H 0.646 1.107 -1.865
*
```

## Properties
- gap between HOMO and LUMO (eV) = 10.51
- ΔE to the lowest compared entry with this formula, charge and spin (kcal/mol) = 104.1
- HOMO (eV) = -9.5

Now the natural (NBO) charges, all in e:
1 C -0.255
2 N -0.587
3 C 0.055
4 C 0.061
5 C -0.413
6 C 0.075
7 O -0.516
8 H 0.194
9 H 0.202
10 H 0.364
11 H 0.196
12 H 0.201
13 H 0.219
14 H 0.203

=====

Look up the ΔE to the lowest compared entry with this formula, charge and spin of the tenth one.
104.1 kcal/mol

=====

What is the ΔE to the lowest compared entry with this formula, charge and spin in the tenth record?
104.1 kcal/mol